Entry 1:
DFT (wB97M-V/def2-TZVPD) results for a molecular structure, C23H40Cl3LuN4O3Si.

Each line ends with the Löwdin charge.
Cartesian coordinates (Å):
C1 -3.237 1.639 -2.431  -0.043
C2 -2.543 0.751 -3.422  -0.225
H1 -3.095 2.701 -2.676  0.077
H2 -2.869 1.433 -1.418  0.040
H3 -4.326 1.460 -2.440  0.096
C3 -2.553 1.013 -4.745  -0.107
C4 -3.248 2.183 -5.377  -0.104
H4 -2.077 0.333 -5.452  0.094
H5 -2.979 3.129 -4.894  0.070
H6 -4.343 2.106 -5.323  0.080
H7 -3.014 2.261 -6.448  0.069
Lu1 -0.676 0.588 2.974  0.890
Cl1 -2.078 -0.580 4.625  -0.201
Cl2 -2.307 0.124 1.136  -0.116
C5 0.470 -2.439 2.989  -0.253
O1 0.628 -1.189 2.876  -0.227
N1 1.393 -3.309 2.577  -0.168
C6 2.711 -2.852 2.137  -0.016
C7 0.984 -4.638 2.154  -0.034
H8 -0.427 -2.891 3.449  0.141
H9 3.112 -2.123 2.851  0.103
H10 2.643 -2.398 1.133  0.076
H11 3.347 -3.746 2.089  0.095
H12 0.121 -4.951 2.751  0.100
H13 1.818 -5.330 2.277  0.090
H14 0.705 -4.649 1.089  0.090
H15 -0.469 5.361 2.840  0.049
H16 -0.713 3.475 0.566  0.072
C8 0.557 5.423 2.430  -0.077
C9 0.262 3.967 0.456  -0.035
N2 0.912 4.175 1.755  -0.188
H17 1.271 5.574 3.247  0.088
C10 1.341 3.188 2.552  -0.325
O2 1.124 1.952 2.423  -0.224
H18 0.909 3.398 -0.224  0.086
H19 1.848 3.577 3.461  0.140
H20 0.632 6.242 1.704  0.089
H21 0.123 4.973 0.048  0.088
O3 -0.908 -0.045 -1.873  -0.194
C11 -1.884 -0.489 -2.820  -0.273
C12 -0.264 -1.095 -4.691  -0.076
C13 -1.305 -1.469 -3.838  -0.197
H22 0.122 -0.063 -4.656  0.125
C14 0.270 -2.041 -5.578  -0.077
H23 -2.668 -0.971 -2.208  0.151
C15 -1.843 -2.766 -3.914  -0.032
H24 1.144 -1.757 -6.169  0.105
C16 -0.290 -3.314 -5.686  -0.093
C17 -1.355 -3.676 -4.856  -0.084
H25 -2.635 -3.038 -3.210  0.119
H26 0.117 -4.034 -6.398  0.101
H27 -1.786 -4.674 -4.904  0.100
Si1 0.576 -0.623 -1.364  0.377
Cl3 -1.718 3.027 3.167  -0.162
C18 1.940 -0.048 -2.497  -0.165
C19 0.593 -2.480 -1.155  -0.135
C20 0.977 0.239 0.218  -0.199
H28 2.049 -0.644 -3.414  0.019
H29 2.869 -0.124 -1.906  0.035
H30 1.785 1.011 -2.756  0.043
H31 1.054 1.330 0.127  0.024
H32 1.860 -0.177 0.724  0.045
H33 0.053 -0.031 0.757  -0.099
H34 0.477 -3.014 -2.115  0.036
H35 -0.198 -2.831 -0.472  0.041
H36 1.570 -2.775 -0.731  0.021
N3 1.034 1.765 6.029  -0.005
C21 1.815 1.484 7.102  -0.095
C22 2.009 0.109 7.103  -0.068
C23 1.286 -0.377 5.987  -0.149
N4 0.725 0.643 5.305  -0.058
H37 0.654 2.649 5.710  0.144
H38 2.195 2.243 7.769  0.113
H39 2.587 -0.478 7.790  0.088
H40 1.140 -1.397 5.683  0.094

Summary:
Gap between HOMO and LUMO: 8.942 eV
Energy relative to the best compared isomer or geometry (same formula, charge and spin): 0.000 eV
Net charge: 0
HOMO level: -8.60 eV

***

Entry 2:
DFT (wB97M-V/def2-TZVPD) results for C23H40N2O3 in the gas phase.

Each line ends with the Löwdin charge.
Cartesian coordinates (Å):
C1 1.611 -2.113 5.686  0.026
C2 1.800 -2.187 4.373  -0.137
C3 2.008 -0.994 3.488  -0.208
O1 1.066 -0.999 2.420  -0.144
C4 0.078 0.022 2.517  -0.164
C5 -0.839 -0.134 1.313  -0.168
C6 -1.471 -1.519 1.414  -0.435
O2 -2.207 -1.838 2.337  0.073
N1 -1.225 -2.370 0.391  0.016
C7 -0.018 -2.522 -0.442  -0.045
C8 -0.156 -4.050 -0.275  -0.376
C9 -0.241 -4.881 -1.544  -0.137
C10 -0.452 -6.360 -1.200  -0.148
C11 0.617 -6.846 -0.216  -0.130
N2 0.627 -6.003 0.983  -0.027
C12 0.065 -6.493 2.139  -0.422
O3 -0.361 -7.638 2.187  0.063
C13 0.164 -5.653 3.420  -0.266
C14 1.559 -5.953 4.006  -0.040
C15 -0.978 -5.999 4.399  -0.384
C16 -2.346 -5.655 3.802  -0.062
C17 -0.808 -5.265 5.733  -0.071
C18 0.907 -4.607 0.682  -0.082
C19 -1.497 -3.809 0.453  -0.031
C20 -1.914 0.988 1.172  -0.544
C21 -2.895 0.590 0.058  -0.043
C22 -1.220 2.295 0.762  -0.052
C23 -2.694 1.214 2.473  -0.042
H1 1.473 -2.997 6.294  0.047
H2 1.588 -1.158 6.196  0.061
H3 1.808 -3.150 3.873  0.077
H4 1.933 -0.071 4.070  0.120
H5 3.005 -1.026 3.042  0.123
H6 -0.493 -0.097 3.441  0.134
H7 0.560 1.004 2.519  0.127
H8 -0.227 -0.086 0.413  0.139
H9 -0.161 -2.170 -1.469  0.126
H10 0.884 -2.083 -0.010  0.119
H11 -1.053 -4.508 -2.174  0.121
H12 0.685 -4.761 -2.115  0.123
H13 -1.436 -6.499 -0.744  0.119
H14 -0.427 -6.967 -2.105  0.112
H15 0.449 -7.876 0.092  0.119
H16 1.605 -6.775 -0.680  0.126
H17 0.094 -4.589 3.204  0.110
H18 2.342 -5.786 3.265  0.082
H19 1.775 -5.326 4.870  0.060
H20 1.613 -6.998 4.318  0.096
H21 -0.934 -7.076 4.574  0.136
H22 -2.444 -4.577 3.651  0.075
H23 -2.509 -6.164 2.852  0.075
H24 -3.145 -5.961 4.480  0.080
H25 -0.744 -4.185 5.574  0.076
H26 -1.668 -5.450 6.379  0.079
H27 0.082 -5.583 6.276  0.068
H28 1.888 -4.546 0.200  0.139
H29 0.959 -4.006 1.587  0.115
H30 -1.581 -4.189 1.471  0.103
H31 -2.385 -4.101 -0.118  0.135
H32 -3.471 -0.295 0.333  0.088
H33 -3.599 1.402 -0.131  0.086
H34 -2.368 0.378 -0.874  0.087
H35 -0.553 2.668 1.540  0.076
H36 -0.638 2.163 -0.152  0.087
H37 -1.966 3.069 0.574  0.086
H38 -2.048 1.581 3.272  0.082
H39 -3.464 1.970 2.306  0.086
H40 -3.171 0.296 2.813  0.081

Summary:
Gap between HOMO and LUMO: 9.691 eV
Energy relative to the best compared isomer or geometry (same formula, charge and spin): 1.870 eV
SMILES: C=CCOC[C@@H](C(=O)N1CC2(CCCN(C(=O)[C@H](C)C(C)C)C2)C1)C(C)(C)C
Net charge: 0
HOMO level: -9.07 eV

***

Which formula does entry 2 have? C23H40N2O3

***

Among the records above, which one has the highest energy relative to the best compared isomer or geometry (same formula, charge and spin)? C23H40N2O3

***

The lowest gap between HOMO and LUMO belongs to which entry? C23H40Cl3LuN4O3Si